Formula: C32H22B3InN6O28
Source: the OMol25 dataset
Level of theory: ωB97M-V/def2-TZVPD

Computed properties:
Strongest force on any atom = 2.81 eV/A
LUMO level = -0.3141 hartree
Relative energy (zero: lowest compared OMol25 entry of this formula, charge and spin) = 15.8 kcal/mol
HOMO-LUMO gap = 1.6 eV
Highest occupied orbital energy = -10.1 eV

Geometry as ORCA input:
```
! RIJCOSX wB97M-V def2-TZVPD def2/J DEFGRID3
* xyz 0 1
In -28.027 19.353 25.885
O -23.297 27.341 28.116
C -23.453 26.304 27.552
O -24.546 25.933 26.918
B -24.443 24.580 26.364
O -23.031 24.231 26.590
C -22.420 25.194 27.297
O -21.328 25.129 27.757
O -24.874 24.504 24.964
C -25.654 23.494 24.760
O -26.120 23.051 23.751
C -26.014 22.921 26.161
O -25.263 23.527 27.050
O -26.842 22.083 26.323
O -27.901 18.402 23.116
C -27.395 18.203 22.055
O -27.758 18.650 20.877
B -26.896 18.046 19.832
O -26.120 17.030 20.550
C -26.301 17.107 21.843
O -25.929 16.344 22.678
O -25.969 18.946 19.156
C -26.135 18.867 17.857
O -25.463 19.427 17.048
C -27.297 17.836 17.595
O -27.765 17.492 18.777
O -27.686 17.479 16.535
O -23.575 20.754 17.993
C -23.475 20.428 19.129
O -23.946 21.053 20.196
B -23.648 20.253 21.425
O -22.853 19.113 20.943
C -22.758 19.136 19.633
O -22.274 18.310 18.924
O -24.910 19.774 22.015
C -24.967 20.215 23.253
O -25.870 20.050 24.016
C -23.736 21.082 23.553
O -22.984 21.086 22.466
O -23.532 21.659 24.579
C -22.784 20.716 27.473
C -24.156 20.205 27.576
N -25.236 19.837 27.702
H -22.330 20.563 26.502
H -22.280 20.126 28.240
H -22.912 21.769 27.728
C -23.566 24.315 21.124
C -23.352 25.709 20.756
N -23.172 26.794 20.432
H -24.394 24.252 21.826
H -22.645 23.909 21.546
H -23.656 23.802 20.164
C -20.418 18.265 23.192
C -21.275 18.145 24.387
N -21.980 18.115 25.291
H -19.395 18.252 23.571
H -20.593 19.185 22.643
H -20.513 17.357 22.600
C -23.643 16.873 17.516
C -23.532 15.475 17.105
N -23.562 14.386 16.742
H -22.719 17.142 18.044
H -24.307 17.001 18.372
H -23.713 17.564 16.683
C -21.480 25.087 23.346
C -20.343 25.352 22.619
C -19.567 24.294 22.106
C -20.017 22.988 22.261
C -21.119 22.704 23.060
C -21.804 23.751 23.633
N -19.285 21.857 21.707
O -18.346 22.090 20.968
O -19.612 20.718 22.001
H -22.130 25.833 23.780
H -20.082 26.396 22.511
H -18.617 24.445 21.612
H -21.369 21.663 23.206
H -22.671 23.578 24.254
C -21.542 16.683 20.885
C -22.930 16.568 20.805
C -23.469 15.332 21.138
C -22.680 14.262 21.619
C -21.313 14.382 21.606
C -20.740 15.552 21.158
N -23.319 13.041 22.090
O -24.541 13.026 22.096
O -22.665 12.100 22.471
H -21.055 17.631 20.696
H -23.552 17.411 20.546
H -24.544 15.239 21.057
H -20.663 13.632 22.038
H -19.674 15.722 21.106
*
```

Atom charges from the Mulliken analysis, given in e for atoms 1 to 2: 1.040, -0.548

=====

Formula: C8H12
Source: the OMol25 dataset
Level of theory: ωB97M-V/def2-TZVPD

Computed properties:
Strongest force on any atom = 4.47 eV/A
LUMO level (alpha / beta) = -0.0212 / 0.0169 hartree
Relative energy (zero: lowest compared OMol25 entry of this formula, charge and spin) = 111.6 kcal/mol
HOMO-LUMO gap (alpha / beta) = 6.8 / 9.1 eV
Highest occupied orbital energy (alpha / beta) = -7.3 / -8.7 eV

Geometry as ORCA input:
```
! RIJCOSX wB97M-V def2-TZVPD def2/J DEFGRID3
* xyz 0 1
C -1.623 0.661 0.180
C 0.225 -0.855 0.010
C -0.975 -1.409 -0.767
C -2.006 -0.294 -0.639
C 0.016 0.561 0.137
C 1.216 -1.606 0.891
C 0.788 1.296 1.223
C 0.114 1.431 -1.151
H -0.755 -1.543 -1.834
H -1.424 -2.326 -0.371
H -3.041 -0.352 -1.009
H 2.020 -0.929 1.146
H 1.514 -2.543 0.406
H 0.718 -1.747 1.869
H 1.641 1.843 0.739
H 0.884 0.677 2.053
H 0.142 2.237 1.453
H -0.049 2.475 -0.846
H -0.470 0.939 -1.893
H 1.065 1.483 -1.595
*
```

Atom charges from the Mulliken analysis, given in e for atoms 1 to 2: -0.512, -0.210

=====

Formula: C43H76F3NO25
Source: the OMol25 dataset
Level of theory: ωB97M-V/def2-TZVPD

Computed properties:
SMILES string = CC(C)(C)CC(C)(C)c1ccc(OCCOCCNC(=O)OCCC(F)(F)F)cc1.COC(=O)OC.COC(=O)OC.COC(=O)OC.COC(=O)OC.COC(=O)OC.COC(=O)OC.COC(=O)OC
Strongest force on any atom = 4.68 eV/A
LUMO level = 0.0136 hartree
Relative energy (zero: lowest compared OMol25 entry of this formula, charge and spin) = 196.8 kcal/mol
HOMO-LUMO gap = 8.6 eV
Highest occupied orbital energy = -8.2 eV

Geometry as ORCA input:
```
! RIJCOSX wB97M-V def2-TZVPD def2/J DEFGRID3
* xyz 0 1
C -1.748 -1.062 0.260
C -2.662 0.254 -0.065
C -1.738 1.508 0.457
C -2.851 0.505 -1.639
C -3.984 0.295 0.825
C -5.278 -0.467 0.294
C -6.087 -0.951 1.634
C -6.350 0.488 -0.485
C -5.046 -1.794 -0.558
C -5.160 -1.809 -2.131
C -4.980 -3.070 -3.006
C -4.700 -4.468 -2.385
O -4.567 -5.666 -3.137
C -4.115 -5.425 -4.490
C -5.317 -5.274 -5.563
O -4.859 -5.799 -6.858
C -5.777 -5.380 -7.893
C -5.115 -4.504 -9.058
N -4.530 -3.193 -8.589
C -3.063 -3.237 -8.557
O -2.372 -2.968 -9.572
O -2.370 -3.546 -7.350
C -1.192 -2.684 -7.219
C -0.753 -2.698 -5.657
C 0.298 -3.851 -5.304
F -0.035 -4.352 -3.997
F 0.277 -4.947 -6.202
F 1.605 -3.263 -5.252
C -4.566 -4.501 -0.817
C -4.747 -3.212 0.066
H -0.962 -1.226 -0.550
H -1.178 -0.781 1.230
H -2.367 -1.981 0.527
H -2.089 1.888 1.493
H -1.967 2.388 -0.261
H -0.627 1.238 0.437
H -2.695 -0.519 -2.156
H -1.992 1.169 -2.031
H -3.836 0.989 -1.943
H -3.699 -0.042 1.897
H -4.276 1.412 0.945
H -6.324 -0.003 2.234
H -7.043 -1.538 1.369
H -5.361 -1.600 2.249
H -6.774 1.238 0.264
H -5.921 0.968 -1.425
H -7.203 -0.208 -0.810
H -5.386 -0.820 -2.651
H -5.066 -2.921 -4.145
H -3.341 -4.580 -4.565
H -3.548 -6.382 -4.811
H -6.286 -5.775 -5.226
H -5.585 -4.166 -5.774
H -6.698 -4.811 -7.515
H -6.185 -6.344 -8.391
H -5.957 -4.226 -9.794
H -4.354 -5.112 -9.681
H -4.890 -3.032 -7.637
H -0.290 -3.058 -7.816
H -1.404 -1.614 -7.595
H -0.314 -1.694 -5.314
H -1.688 -2.887 -5.004
H -4.367 -5.496 -0.284
H -4.657 -3.320 1.197
C 0.948 0.307 6.252
O 1.082 -1.112 6.198
C 0.905 -1.630 4.971
O 0.654 -1.004 3.970
O 1.054 -2.962 5.054
C 0.890 -3.647 3.813
H 1.109 0.620 7.285
H 1.701 0.789 5.625
H -0.058 0.610 5.953
H 1.640 -3.319 3.090
H -0.118 -3.496 3.419
H 1.032 -4.712 3.999
C 1.174 3.429 10.498
O 1.130 3.570 9.077
C 1.250 4.838 8.644
O 1.386 5.814 9.341
O 1.194 4.831 7.299
C 1.311 6.121 6.699
H 1.068 2.368 10.730
H 2.133 3.774 10.891
H 0.347 3.969 10.964
H 2.275 6.573 6.942
H 0.490 6.769 7.015
H 1.252 5.995 5.617
C 3.264 -4.573 -7.551
O 3.277 -4.434 -8.972
C 3.435 -3.171 -9.401
O 3.561 -2.195 -8.702
O 3.429 -3.184 -10.745
C 3.589 -1.899 -11.344
H 3.131 -5.630 -7.320
H 4.214 -4.243 -7.123
H 2.433 -4.018 -7.118
H 4.551 -1.463 -11.068
H 2.768 -1.237 -11.062
H 3.569 -2.029 -12.427
C 5.172 4.479 9.963
O 6.265 3.926 10.692
C 5.912 3.330 11.842
O 4.789 3.237 12.277
O 7.027 2.857 12.425
C 6.800 2.193 13.667
H 5.570 4.933 9.055
H 4.465 3.696 9.676
H 4.673 5.256 10.546
H 6.158 1.321 13.527
H 6.365 2.880 14.397
H 7.765 1.854 14.045
C 7.303 10.330 10.291
O 5.895 10.431 10.499
C 5.277 9.250 10.672
O 5.805 8.164 10.663
O 3.969 9.485 10.855
C 3.193 8.304 11.055
H 7.694 11.340 10.164
H 7.789 9.877 11.158
H 7.518 9.759 9.385
H 3.521 7.776 11.954
H 3.249 7.652 10.181
H 2.154 8.605 11.193
C -6.535 2.970 4.470
O -5.194 2.493 4.556
C -4.295 3.433 4.897
O -4.534 4.593 5.124
O -3.083 2.853 4.941
C -2.022 3.739 5.293
H -7.171 2.129 4.190
H -6.872 3.350 5.437
H -6.622 3.741 3.701
H -2.179 4.150 6.293
H -1.929 4.540 4.556
H -1.094 3.167 5.298
C 8.415 -2.202 -15.908
O 7.160 -2.572 -15.342
C 7.189 -3.718 -14.638
O 8.157 -4.417 -14.464
O 5.953 -3.947 -14.164
C 5.834 -5.141 -13.391
H 8.272 -1.266 -16.451
H 9.158 -2.037 -15.125
H 8.759 -2.961 -16.614
H 6.474 -5.093 -12.508
H 6.075 -6.018 -13.996
H 4.798 -5.224 -13.061
*
```

Atom charges from the Mulliken analysis, given in e for atoms 1 to 2: -1.193, 1.977

=====

Formula: C45H54CsN7O5P4S
Source: the OMol25 dataset
Level of theory: ωB97M-V/def2-TZVPD

Computed properties:
Strongest force on any atom = 1.64 eV/A
LUMO level = 0.1361 hartree
HOMO-LUMO gap = 6.1 eV
Highest occupied orbital energy = -2.4 eV

Geometry as ORCA input:
```
! RIJCOSX wB97M-V def2-TZVPD def2/J DEFGRID3
* xyz -2 1
Cs -0.031 -0.960 1.697
N 1.765 1.872 1.919
C 0.901 2.086 3.104
C -0.613 2.194 2.786
O -0.948 3.209 2.099
N -1.328 1.207 3.252
C -2.706 1.025 2.797
C -2.785 -0.010 1.633
O -3.438 -1.067 1.764
O -2.038 0.237 0.635
H 1.363 2.412 1.157
H 1.726 0.909 1.599
H 1.205 3.036 3.556
H 1.102 1.288 3.826
H -3.170 1.959 2.451
H -3.304 0.619 3.617
C 2.728 -0.355 -1.540
P 1.930 -1.988 -1.195
C 1.518 -2.483 -2.915
C 3.457 -2.969 -0.853
C 3.882 -3.961 -1.741
C 5.030 -4.700 -1.510
C 5.793 -4.457 -0.378
C 5.371 -3.491 0.521
C 4.208 -2.752 0.313
P 3.652 -1.547 1.603
C 5.131 -0.447 1.672
C 3.856 -2.509 3.142
H 3.549 -0.441 -2.256
H 3.101 0.069 -0.607
H 1.966 0.317 -1.934
H 2.348 -2.368 -3.616
H 0.693 -1.836 -3.221
H 1.144 -3.507 -2.912
H 3.302 -4.179 -2.626
H 5.324 -5.469 -2.215
H 6.695 -5.024 -0.185
H 5.956 -3.321 1.417
H 6.037 -0.977 1.973
H 4.924 0.354 2.383
H 5.288 0.004 0.691
H 4.851 -2.938 3.277
H 3.096 -3.293 3.174
H 3.646 -1.841 3.978
N -1.401 2.425 -2.213
P -0.651 1.026 -2.781
C -2.048 -0.022 -3.371
C -2.601 -0.856 -2.398
C -3.676 -1.680 -2.702
C -4.205 -1.676 -3.985
C -3.669 -0.840 -4.956
C -2.596 -0.015 -4.651
C 0.049 1.570 -4.393
C 0.217 2.912 -4.711
C 0.853 3.288 -5.890
C 1.334 2.325 -6.763
C 1.184 0.978 -6.448
C 0.553 0.607 -5.273
P -1.187 2.842 -0.547
C -0.771 4.641 -0.785
C 0.415 5.116 -0.237
C 0.839 6.419 -0.469
C 0.076 7.266 -1.259
C -1.118 6.808 -1.805
C -1.536 5.509 -1.562
C -2.972 3.069 -0.145
C -3.919 2.176 -0.638
C -5.262 2.304 -0.306
C -5.678 3.337 0.521
C -4.738 4.232 1.021
C -3.398 4.094 0.698
H -2.179 2.799 -2.747
H -2.221 -0.818 -1.380
H -4.077 -2.325 -1.932
H -5.038 -2.325 -4.233
H -4.086 -0.831 -5.957
H -2.181 0.631 -5.417
H -0.143 3.667 -4.021
H 0.976 4.339 -6.122
H 1.831 2.619 -7.679
H 1.564 0.217 -7.119
H 0.443 -0.444 -5.032
H 0.991 4.457 0.400
H 1.764 6.774 -0.029
H 0.405 8.283 -1.443
H -1.723 7.470 -2.414
H -2.478 5.162 -1.973
H -3.604 1.346 -1.253
H -5.977 1.581 -0.678
H -6.723 3.434 0.791
H -5.051 5.029 1.686
H -2.664 4.759 1.132
C -0.742 -6.699 1.938
O -0.001 -6.287 0.793
C -0.413 -5.206 0.082
O 0.052 -5.008 -1.024
N -1.357 -4.430 0.649
N -1.886 -3.383 -0.164
H -0.330 -7.666 2.218
H -1.800 -6.808 1.691
H -0.623 -6.007 2.773
H -1.441 -4.321 1.653
H -1.094 -3.002 -0.680
H -2.284 -2.668 0.450
C -1.421 0.021 6.268
C -0.288 -0.931 6.043
C 0.852 -0.883 6.843
C 1.809 -1.842 6.595
N 1.701 -2.764 5.654
C 0.583 -2.723 4.880
S 0.400 -3.921 3.659
N -0.410 -1.818 5.071
H -1.612 0.125 7.338
H -2.306 -0.329 5.742
H -1.184 0.997 5.842
H 0.965 -0.148 7.630
H 2.721 -1.879 7.192
*
```

Atom charges from the Mulliken analysis, given in e for atoms 1 to 2: 1.587, -0.331

=====

Formula: C2H4BrNO
Source: the OMol25 dataset
Level of theory: ωB97M-V/def2-TZVPD

Computed properties:
Strongest force on any atom = 2.43 eV/A
LUMO level = 0.0119 hartree
Relative energy (zero: lowest compared OMol25 entry of this formula, charge and spin) = 81.2 kcal/mol
HOMO-LUMO gap = 10.6 eV
Highest occupied orbital energy = -10.3 eV

Geometry as ORCA input:
```
! RIJCOSX wB97M-V def2-TZVPD def2/J DEFGRID3
* xyz 0 1
C -0.112 0.285 -2.122
C 0.933 1.704 1.086
N -0.198 -0.655 -1.476
O -0.099 1.548 0.500
Br -0.179 1.756 -3.165
H -1.735 -4.467 1.144
H 1.746 2.315 0.772
H 1.162 1.190 2.015
H -1.518 -3.675 1.244
*
```

Atom charges from the Mulliken analysis, given in e for atoms 1 to 2: 0.283, -0.082

=====

Formula: C7H6NO2S
Source: the OMol25 dataset
Level of theory: ωB97M-V/def2-TZVPD

Computed properties:
Strongest force on any atom = 6.14 eV/A
LUMO level = 0.1290 hartree
Relative energy (zero: lowest compared OMol25 entry of this formula, charge and spin) = 53.5 kcal/mol
HOMO-LUMO gap = 6.9 eV
Highest occupied orbital energy = -3.4 eV

Geometry as ORCA input:
```
! RIJCOSX wB97M-V def2-TZVPD def2/J DEFGRID3
* xyz -1 1
C -1.845 -0.664 0.094
C -1.493 0.232 -0.904
C -0.980 -1.178 1.081
C -0.231 0.766 -0.953
C 0.346 -0.823 0.924
C 0.580 0.280 0.065
C 2.312 0.785 -0.064
N 2.370 2.026 -0.240
O 4.696 0.082 -0.830
O 3.347 -1.834 0.025
S 3.817 -0.471 0.253
H -2.850 -0.992 0.053
H -2.194 0.658 -1.558
H -1.276 -1.679 1.988
H 0.125 1.475 -1.733
H 1.129 -1.169 1.665
H 3.341 2.367 -0.548
*
```

Atom charges from the Mulliken analysis, given in e for atoms 1 to 2: -0.286, -0.516

=====

Question: What is the strongest force on any atom in the fifth record?
Answer: 2.43 eV/A

=====

Question: Among the records above, which one has the lowest strongest force on any atom?
Answer: C45H54CsN7O5P4S

=====

Question: Among the records above, which one has the lowest strongest force on any atom?
Answer: C45H54CsN7O5P4S